{"formula": "C7H14", "method": "the ωB97M-V functional and the def2-TZVPD basis", "species": ["C", "C", "C", "C", "C", "C", "C", "H", "H", "H", "H", "H", "H", "H", "H", "H", "H", "H", "H", "H", "H"], "positions_angstrom": [[0.09, 0.15, -0.67], [-0.39, -1.61, 0.45], [0.48, 1.29, 0.19], [0.88, -1.08, -0.19], [2.35, 1.23, -0.12], [-1.21, -0.62, -0.39], [-2.39, 0.06, 0.27], [-0.58, -2.68, 0.35], [1.66, -0.88, 0.55], [1.95, 2.14, 0.33], [0.33, 1.12, 1.28], [-3.15, -0.69, 0.52], [-0.16, 2.20, 0.00], [-1.51, -1.09, -1.33], [-2.09, 0.55, 1.21], [2.90, 0.29, 0.18], [2.52, 1.28, -1.18], [0.23, 0.48, -1.71], [-2.85, 0.81, -0.38], [1.31, -1.65, -1.02], [-0.40, -1.33, 1.51]], "relative_energy_kcal_mol": 94.5, "charge": 0, "multiplicity": 1, "homo_lumo_gap_ev": 9.86, "total_energy_ha": -274.96559, "homo_ev": -8.723}

=====

{"formula": "C7H14", "method": "the ωB97M-V functional and the def2-TZVPD basis", "species": ["C", "C", "C", "C", "C", "C", "C", "H", "H", "H", "H", "H", "H", "H", "H", "H", "H", "H", "H", "H", "H"], "positions_angstrom": [[-0.07, -0.93, 1.87], [-0.67, 1.36, 0.26], [-1.65, -0.51, -1.15], [2.08, 0.77, -0.68], [0.98, -0.28, -0.74], [-0.45, 0.02, -0.41], [0.26, -1.03, 0.39], [-2.47, -0.61, -0.42], [-0.75, 2.14, -0.51], [0.15, 1.66, 0.92], [1.82, 1.63, -1.31], [-1.59, 1.39, 0.86], [2.26, 1.14, 0.33], [0.48, -0.20, 2.47], [-1.44, -1.51, -1.54], [1.08, -0.92, -1.61], [3.01, 0.36, -1.06], [0.10, -2.05, 0.04], [-0.01, -1.91, 2.34], [-1.13, -0.64, 1.91], [-1.99, 0.14, -1.96]], "relative_energy_kcal_mol": 34.2, "charge": 0, "multiplicity": 1, "homo_lumo_gap_ev": 10.05, "total_energy_ha": -275.06169, "homo_ev": -9.040}

=====

{"formula": "C7H14", "method": "the ωB97M-V functional and the def2-TZVPD basis", "species": ["C", "C", "C", "C", "C", "C", "C", "H", "H", "H", "H", "H", "H", "H", "H", "H", "H", "H", "H", "H", "H"], "positions_angstrom": [[0.62, -1.70, 0.83], [-1.21, -0.13, 0.10], [2.98, 0.58, 0.16], [-2.66, -0.57, 0.31], [-1.10, 0.79, -1.12], [-0.32, -1.34, -0.04], [2.47, 1.81, 0.08], [-3.02, -1.14, -0.57], [-0.06, 1.12, -1.27], [-1.73, 1.68, -1.00], [2.69, 2.57, 0.83], [3.64, 0.29, 0.97], [-3.32, 0.29, 0.44], [2.75, -0.18, -0.58], [-1.42, 0.27, -2.03], [1.21, -2.60, 0.68], [0.83, -1.11, 1.71], [1.81, 2.10, -0.73], [-0.88, 0.43, 0.99], [-2.75, -1.22, 1.19], [-0.51, -1.95, -0.93]], "relative_energy_kcal_mol": 39.8, "charge": 0, "multiplicity": 1, "homo_lumo_gap_ev": 10.69, "total_energy_ha": -275.05279, "homo_ev": -9.488}

=====

{"formula": "C7H14", "method": "the ωB97M-V functional and the def2-TZVPD basis", "species": ["C", "C", "C", "C", "C", "C", "C", "H", "H", "H", "H", "H", "H", "H", "H", "H", "H", "H", "H", "H", "H"], "positions_angstrom": [[0.79, -0.29, 0.32], [0.61, 0.53, -0.98], [0.28, 0.43, 1.57], [-0.99, -2.11, 0.80], [0.74, 2.05, -0.90], [0.08, -1.58, -0.11], [-0.75, -0.02, -1.40], [-0.50, -1.20, -1.31], [-0.75, 0.79, 1.46], [-0.42, -2.68, 1.54], [0.01, 2.49, -0.22], [0.31, -0.23, 2.45], [-1.59, 0.32, -0.79], [0.91, 1.30, 1.80], [-1.02, 0.05, -2.46], [1.85, -0.54, 0.49], [-1.61, -1.39, 1.37], [-1.65, -2.83, 0.30], [1.74, 2.34, -0.56], [0.59, 2.50, -1.89], [1.34, 0.15, -1.71]], "relative_energy_kcal_mol": 96.3, "charge": 0, "multiplicity": 1, "homo_lumo_gap_ev": 8.47, "total_energy_ha": -274.96273, "homo_ev": -7.536}

=====

{"formula": "C7H14", "method": "the ωB97M-V functional and the def2-TZVPD basis", "species": ["C", "C", "C", "C", "C", "C", "C", "H", "H", "H", "H", "H", "H", "H", "H", "H", "H", "H", "H", "H", "H"], "positions_angstrom": [[0.61, 1.76, 0.03], [-2.08, -0.99, 0.69], [-1.06, 0.34, -1.35], [-1.43, 0.24, 0.10], [2.21, -0.69, 0.61], [1.02, -0.77, -0.34], [0.03, 0.40, -0.31], [2.80, 0.23, 0.45], [-0.04, 2.56, -0.34], [1.40, -0.83, -1.37], [-2.13, -0.93, 1.78], [-3.11, -1.09, 0.32], [-1.86, 1.16, 0.50], [1.61, 1.92, -0.40], [2.89, -1.53, 0.43], [1.92, -0.71, 1.67], [0.70, 1.89, 1.12], [-1.32, 1.24, -1.91], [-1.11, -0.57, -1.94], [-1.55, -1.92, 0.44], [0.48, -1.71, -0.16]], "relative_energy_kcal_mol": 20.5, "charge": 0, "multiplicity": 1, "homo_lumo_gap_ev": 10.65, "total_energy_ha": -275.08352, "homo_ev": -9.549}

=====

{"formula": "C7H14", "method": "the ωB97M-V functional and the def2-TZVPD basis", "species": ["C", "C", "C", "C", "C", "C", "C", "H", "H", "H", "H", "H", "H", "H", "H", "H", "H", "H", "H", "H", "H"], "positions_angstrom": [[1.63, 1.89, -0.16], [0.21, 1.09, 1.66], [-0.03, 0.31, -0.90], [0.24, -1.20, -0.94], [0.58, 1.17, 0.19], [-0.89, 0.05, 1.96], [-0.84, -1.93, -1.74], [2.12, 2.52, 0.55], [-1.25, 0.09, 2.98], [0.27, 0.72, -1.87], [-0.93, -1.43, -2.71], [1.25, -1.44, -1.27], [-1.75, -1.95, -1.16], [-0.42, -0.93, 1.85], [2.02, 1.95, -1.16], [0.22, -1.54, 0.10], [-0.47, -2.92, -2.00], [-1.70, 0.06, 1.24], [1.03, 0.94, 2.35], [-0.17, 2.08, 1.91], [-1.12, 0.45, -0.89]], "relative_energy_kcal_mol": 25.2, "charge": 0, "multiplicity": 1, "homo_lumo_gap_ev": 10.27, "total_energy_ha": -275.07605, "homo_ev": -9.116}